Entry 1:
Molecular formula: C10H20N2Si
Method: DFT, the ωB97M-V functional and the def2-TZVPD basis

The geometry in ORCA input format:
```
! RIJCOSX wB97M-V def2-TZVPD def2/J DEFGRID3
* xyz 0 1
Si -1.94 -0.12 -0.04
N -0.68 2.27 -0.02
N 0.43 2.99 -0.03
C 1.25 -1.56 0.91
C 1.84 -0.41 -0.02
C 3.29 -0.10 0.54
C -2.00 -1.67 -1.19
C -2.08 -0.42 1.84
C 1.03 0.85 0.01
C 1.48 2.18 -0.03
C 1.90 -0.78 -1.50
C -0.41 0.96 -0.10
C -3.29 1.03 -0.52
H 1.00 -1.10 1.85
H -3.87 0.66 -1.40
H 1.97 -2.33 0.89
H 0.43 4.02 0.11
H -4.12 1.29 0.24
H 2.13 0.19 -1.96
H 0.39 -1.92 0.32
H 3.05 0.12 1.58
H -2.53 0.53 2.18
H 3.73 -1.06 0.55
H -2.84 -1.09 2.08
H -1.11 -0.87 2.18
H 2.70 -1.55 -1.72
H 0.97 -1.15 -1.82
H -2.19 -1.42 -2.35
H -2.69 -2.39 -0.82
H -2.80 1.95 -0.67
H 3.49 0.71 0.00
H 2.48 2.47 0.14
H -1.00 -2.29 -1.23
*
```

The highest occupied orbital energy is -8.8 eV. As for the energy above the lowest of the compared OMol25 structures with the same formula, charge and spin: 1.664 eV. The SMILES is CC(C)(C)c1c[nH]nc1[Si](C)(C)C. Its calculated total energy is -791.97935 hartree. As for the molar mass: 196.37 g mol⁻¹. The frontier orbital gap comes out at 9.63 eV.

---

Entry 2:
Molecular formula: C2H2N4
Method: DFT, the ωB97M-V functional and the def2-TZVPD basis

The geometry in ORCA input format:
```
! RIJCOSX wB97M-V def2-TZVPD def2/J DEFGRID3
* xyz 0 1
N 4.38 1.08 0.91
N -1.72 1.69 -0.25
N 3.56 1.22 0.17
N 0.38 -2.22 -0.20
C -0.56 -1.71 -0.64
C -2.24 0.88 0.34
H -1.16 -1.19 -1.36
H -2.63 0.25 1.02
*
```

The highest occupied orbital energy is -12.8 eV. As for the energy above the lowest of the compared OMol25 structures with the same formula, charge and spin: 0.508 eV. The SMILES is C#N.C#N.N#N. Its calculated total energy is -296.40622 hartree. As for the molar mass: 82.07 g mol⁻¹. The frontier orbital gap comes out at 13.63 eV.

---

Entry 3:
Molecular formula: CH2AuF3O4S
Method: DFT, the ωB97M-V functional and the def2-TZVPD basis

The geometry in ORCA input format:
```
! RIJCOSX wB97M-V def2-TZVPD def2/J DEFGRID3
* xyz 1 4
Au 2.66 0.68 0.94
S 0.54 -0.61 0.41
F 0.38 -1.81 -1.91
F 0.54 0.34 -2.03
F -1.33 -0.60 -1.45
O -1.67 1.69 0.70
O 1.97 -1.05 0.31
O -0.38 -1.49 1.12
O 0.68 0.81 1.01
C -0.01 -0.67 -1.37
H -1.02 1.67 1.53
H -2.36 1.02 0.74
*
```

The highest occupied orbital energy (spin up / spin down) is -12.7 / -16.2 eV. Its calculated total energy is -1173.13056 hartree. As for the molar mass: 364.05 g mol⁻¹. The frontier orbital gap (spin up / spin down) comes out at 8.64 / 4.65 eV.

---

Entry 4:
Molecular formula: C27H38AlF7NO23S
Method: DFT, the ωB97M-V functional and the def2-TZVPD basis

The geometry in ORCA input format:
```
! RIJCOSX wB97M-V def2-TZVPD def2/J DEFGRID3
* xyz -1 1
S 2.60 1.54 3.93
Al 0.80 0.24 3.07
F -1.10 7.05 -7.49
F 1.32 -4.65 9.41
F 0.34 0.10 -7.26
F 3.38 0.80 5.17
F -3.68 -2.96 0.13
F -4.77 3.86 5.97
F 2.74 -2.23 -4.30
O 1.85 -4.97 7.24
O 5.80 1.27 -0.83
O -4.20 1.00 4.14
O 2.07 2.78 4.42
O 3.83 0.30 -0.64
O 0.66 3.02 -8.10
O 1.82 -4.83 -6.35
O 1.01 -3.06 1.89
O -4.67 0.29 -0.43
O -0.18 -0.38 -5.12
O 2.35 -4.43 5.10
O -0.36 4.40 -9.56
O 3.03 -4.35 -8.19
O -3.18 -0.28 5.68
O -2.83 1.40 0.27
O 3.01 -2.93 -6.43
O -3.73 1.86 6.15
O 3.58 1.79 2.90
O 2.63 -2.92 6.74
O 0.46 1.52 -4.13
O -2.96 -0.85 0.49
O 0.02 5.09 -7.47
O -0.17 -0.23 -2.87
N -2.22 -2.56 3.54
C 0.02 0.26 -3.92
C -3.42 0.38 0.13
C -0.91 1.28 3.39
C 2.06 2.02 -0.38
C 0.87 1.37 0.31
C 0.16 4.06 -8.36
C 1.19 0.09 1.10
C -0.28 6.25 -8.22
C 0.18 -2.72 3.00
C -1.19 -2.37 2.49
C -3.66 0.75 5.36
C 2.27 -2.90 8.12
C 1.73 -4.23 -5.05
C -0.18 0.62 -6.13
C 0.77 -1.62 3.91
C 0.70 1.69 -5.53
C 2.28 -4.14 6.24
C -0.99 5.68 -9.42
C -4.98 -1.10 -0.55
C -4.00 2.95 5.30
C 2.25 -4.37 8.46
C -4.08 -1.72 0.49
C 4.87 1.02 -0.17
C 2.10 -2.80 -5.34
C 2.66 -4.07 -7.10
C 2.85 1.12 -1.30
C -4.77 2.31 4.17
H -2.06 5.54 -9.24
H 2.71 2.49 0.35
H 1.78 -1.93 4.19
H 2.23 0.53 -1.95
H 1.28 -2.44 8.23
H -1.36 0.95 4.32
H -2.26 -1.66 4.00
H -4.73 -1.45 -1.56
H 2.23 -0.23 1.01
H 1.86 -3.28 2.27
H -1.21 0.94 -6.32
H 0.46 2.12 0.99
H -4.51 -1.76 1.49
H 2.44 -4.71 -4.37
H 1.27 -2.17 -5.65
H 0.07 1.19 -0.40
H 2.99 -2.34 8.70
H -1.22 -1.37 2.09
H -5.84 2.23 4.40
H 3.41 1.77 -1.98
H -3.07 3.42 5.00
H -6.03 -1.28 -0.36
H 0.08 -3.63 3.59
H -3.11 -2.73 3.10
H 0.44 2.68 -5.85
H 0.72 -4.33 -4.64
H -1.43 -3.04 1.67
H -0.65 2.33 3.46
H 0.64 6.79 -8.45
H 1.67 2.84 -0.99
H 1.76 1.51 -5.74
H 3.21 -4.77 8.77
H 4.82 1.32 0.88
H -1.58 1.13 2.55
H 0.16 -1.57 4.81
H -4.64 2.82 3.22
H 0.55 -0.70 0.74
H -0.86 6.28 -10.32
*
```

The highest occupied orbital energy is -4.8 eV. As for the energy above the lowest of the compared OMol25 structures with the same formula, charge and spin: 0.573 eV. Its calculated total energy is -4176.75167 hartree. As for the molar mass: 936.62 g mol⁻¹. The frontier orbital gap comes out at 6.24 eV.

---

Entry 5:
Molecular formula: C24H22N2O5S
Method: DFT, the ωB97M-V functional and the def2-TZVPD basis

The geometry in ORCA input format:
```
! RIJCOSX wB97M-V def2-TZVPD def2/J DEFGRID3
* xyz 0 1
S -4.91 1.88 -1.05
O 6.16 -0.14 -2.51
O -5.02 2.80 -2.14
O -5.95 1.86 -0.06
O 5.00 1.89 2.10
O -1.10 -4.34 0.35
N -4.78 0.36 -1.78
N 0.32 2.15 1.74
C -2.06 2.32 1.77
C 4.06 0.48 0.46
C 3.21 -0.61 0.36
C -2.17 1.88 -0.96
C 2.66 1.84 2.05
C 1.54 1.76 1.30
C -4.30 -0.83 0.25
C -2.37 -4.10 2.34
C -3.64 -1.82 0.93
C -3.28 2.27 1.13
C 4.34 -1.31 -1.64
C -1.99 -3.76 0.92
C -4.13 -0.67 -1.13
C -2.62 -2.53 -1.13
C 5.08 0.65 -0.48
C -0.95 1.91 -0.33
C 5.22 -0.24 -1.54
C 3.99 1.44 1.59
C -2.77 -2.69 0.25
C 3.35 -1.50 -0.69
C 7.11 0.89 -2.43
C -3.29 -1.54 -1.81
C -0.88 2.12 1.05
C -3.33 2.04 -0.23
H 7.77 0.75 -3.28
H -3.44 -4.30 2.41
H 7.69 0.84 -1.51
H -2.13 -3.26 3.00
H 2.45 -0.79 1.11
H -4.62 0.43 -2.77
H -4.98 -0.16 0.76
H 4.46 -2.00 -2.47
H 0.26 2.43 2.71
H 2.63 2.30 3.02
H -1.81 -4.97 2.66
H -2.01 2.50 2.83
H 6.63 1.88 -2.50
H -4.21 2.40 1.67
H 2.69 -2.35 -0.77
H -0.05 1.79 -0.91
H -2.23 1.73 -2.03
H -1.95 -3.21 -1.64
H -3.79 -1.92 1.99
H 1.58 1.36 0.30
H 5.74 1.49 -0.35
H -3.16 -1.44 -2.88
*
```

The highest occupied orbital energy is -8.6 eV. As for the energy above the lowest of the compared OMol25 structures with the same formula, charge and spin: 0.378 eV. The SMILES is COc1cccc(C(=O)/C=C/Nc2ccc(S(=O)(=O)Nc3ccc(C(C)=O)cc3)cc2)c1. Its calculated total energy is -1811.64130 hartree. As for the molar mass: 450.52 g mol⁻¹. The frontier orbital gap comes out at 8.48 eV.

---

Entry 6:
Molecular formula: C16H20N6O2
Method: DFT, the ωB97M-V functional and the def2-TZVPD basis

The geometry in ORCA input format:
```
! RIJCOSX wB97M-V def2-TZVPD def2/J DEFGRID3
* xyz 0 1
O -4.00 1.93 1.12
O -0.12 -0.52 -0.02
N -0.42 0.38 2.72
N -2.87 2.86 -0.57
N 2.04 2.17 1.12
N 1.98 0.73 2.72
N 2.73 1.53 1.96
N 0.76 1.82 1.30
C -2.93 2.12 0.58
C 0.34 -0.21 -2.40
C 2.29 -3.45 0.10
C -2.82 0.19 2.81
C -0.37 2.18 0.47
C 0.06 2.51 -2.00
C 2.05 -4.24 -1.18
C 1.82 -2.00 0.01
C -1.64 1.64 1.11
C 0.05 0.26 -1.12
C -0.10 1.64 -0.92
C -1.61 0.78 2.16
C 0.48 0.66 -3.46
C 0.74 0.91 2.30
C 0.34 2.03 -3.26
C 0.30 -1.87 -0.03
H -0.41 3.28 0.42
H 0.47 2.71 -4.09
H -2.54 -0.62 3.47
H 1.79 -3.94 0.94
H 2.19 -1.45 0.88
H -3.35 0.96 3.37
H -0.12 -2.40 -0.90
H -3.76 3.12 -0.96
H -0.40 -0.29 3.48
H -0.13 -2.30 0.87
H 2.26 -1.53 -0.88
H 3.37 -3.45 0.32
H -3.52 -0.17 2.06
H 0.99 -4.35 -1.38
H 2.52 -3.75 -2.03
H -2.08 2.81 -1.20
H 2.48 -5.24 -1.09
H 0.47 -1.27 -2.57
H 0.70 0.27 -4.44
H -0.01 3.57 -1.83
*
```

The highest occupied orbital energy is -8.6 eV. As for the energy above the lowest of the compared OMol25 structures with the same formula, charge and spin: 0.000 eV. The SMILES is CCCCOc1ccccc1[C@H]1C(C(N)=O)=C(C)Nc2nnnn21. Its calculated total energy is -1100.70963 hartree. As for the molar mass: 328.38 g mol⁻¹. The frontier orbital gap comes out at 9.20 eV.

---

Entry 7:
Molecular formula: C32H29N2O5P2Tl
Method: DFT, the ωB97M-V functional and the def2-TZVPD basis

The geometry in ORCA input format:
```
! RIJCOSX wB97M-V def2-TZVPD def2/J DEFGRID3
* xyz 0 1
Tl 0.35 0.20 -0.36
P -2.34 -1.35 -0.55
P -0.94 -1.13 2.31
O 2.48 1.32 3.32
O -1.02 4.94 3.54
O 2.07 0.37 1.33
O -1.33 1.47 -1.33
O -2.90 2.99 -0.82
N -0.03 1.97 0.94
N 1.95 1.14 -2.14
C 3.53 2.77 -3.00
C -1.80 -3.80 2.69
C -2.42 -4.98 2.32
C 1.67 4.76 -2.42
C -0.72 3.97 2.66
C 0.52 -1.71 3.25
C 1.88 1.21 2.26
C 2.61 -3.61 -2.46
C 4.06 0.43 -3.00
C 1.32 -1.48 -1.24
C 2.99 -2.31 -2.75
C 4.42 1.71 -3.27
C 1.35 3.46 -2.15
C 2.36 -1.23 -2.13
C -1.10 2.72 0.67
C -1.87 2.38 -0.61
C -1.48 3.74 1.51
C 0.94 -2.78 -0.95
C -2.04 -0.56 3.67
C 0.70 2.16 2.03
C -3.04 -5.07 1.09
C 2.28 2.43 -2.43
C -3.05 -3.98 0.24
C 3.83 4.12 -3.27
C -3.09 -1.97 -2.10
C 1.59 -3.85 -1.55
C 2.79 0.17 -2.43
C 0.38 3.16 2.93
C -3.66 -0.26 0.07
C 2.92 5.10 -2.98
C -2.43 -2.78 0.59
C -1.79 -2.70 1.84
H -4.60 -0.79 0.24
H -3.82 0.54 -0.66
H 1.21 -2.19 2.56
H -3.34 0.21 1.00
H -3.53 -5.99 0.79
H -4.10 -2.35 -1.97
H -2.36 4.32 1.25
H 4.75 -0.38 -3.17
H -2.45 -2.74 -2.54
H 0.99 3.30 3.81
H 0.39 3.18 -1.76
H -1.80 5.43 3.24
H -2.16 -1.31 4.45
H 4.79 4.37 -3.71
H -1.31 -3.74 3.66
H 1.04 -0.84 3.66
H 1.29 -4.86 -1.32
H 0.13 -2.97 -0.26
H -1.60 0.34 4.12
H -3.02 -0.30 3.27
H 5.40 1.94 -3.69
H -3.55 -4.07 -0.72
H 3.15 6.13 -3.19
H 3.11 -4.43 -2.95
H 0.95 5.54 -2.21
H 3.77 -2.15 -3.48
H 0.27 -2.39 4.07
H -2.41 -5.83 3.00
H -3.12 -1.12 -2.79
*
```

The highest occupied orbital energy is -8.2 eV. Its calculated total energy is -2577.79878 hartree. As for the molar mass: 787.92 g mol⁻¹. The frontier orbital gap comes out at 7.91 eV.

---

Entry 8:
Molecular formula: CH4NOPS
Method: DFT, the ωB97M-V functional and the def2-TZVPD basis

The geometry in ORCA input format:
```
! RIJCOSX wB97M-V def2-TZVPD def2/J DEFGRID3
* xyz 0 3
S 3.63 1.45 -0.24
P -2.82 0.85 -0.19
O 0.84 -2.70 0.74
N -0.66 -1.02 0.07
C 0.11 -1.84 0.41
H 2.91 0.99 0.76
H 2.62 1.75 -1.03
H -3.52 0.31 0.84
H -3.13 0.23 -1.35
*
```

The highest occupied orbital energy (spin up / spin down) is -8.4 / -9.6 eV. As for the energy above the lowest of the compared OMol25 structures with the same formula, charge and spin: 2.054 eV. Its calculated total energy is -909.86566 hartree. As for the molar mass: 109.09 g mol⁻¹. The frontier orbital gap (spin up / spin down) comes out at 8.78 / 5.48 eV.

---

> What is the formula in the second record?

C2H2N4